Entry i
Formula: C10H10N2
Source: the OMol25 dataset
Level of theory: ωB97M-V with the def2-TZVPD basis set

```
! wB97M-V def2-TZVPD RIJCOSX def2/J DEFGRID3
* xyz 0 1
C -2.2377 0.4375 0.0361
C -0.8666 0.7702 -0.1362
C -0.5047 2.0879 -0.2445
N -1.4236 3.0412 -0.1387
C -2.6745 2.7795 0.0960
C -3.1725 1.4761 0.3332
H -2.5641 -0.6452 0.0858
H -0.0509 0.0593 -0.3375
H 0.5078 2.3345 -0.5887
H -3.1171 3.7859 0.0928
H -4.2559 1.2319 0.5439
C 1.9574 -2.8066 -0.1909
C 1.3571 -2.2424 0.9758
C 1.1147 -0.9435 1.0690
N 1.6280 0.0055 0.2173
C 2.3781 -0.4519 -0.7746
C 2.4204 -1.8615 -1.0734
H 2.2167 -3.9014 -0.3126
H 0.9387 -2.7691 1.9052
H 0.5493 -0.4948 1.8318
H 2.9808 0.2829 -1.3619
H 2.8185 -2.1760 -2.0278
*
```

Properties
SMILES: c1ccncc1.c1ccncc1
E_LUMO: 0.59 eV
HOMO-LUMO gap: 9.64 eV

Results of the Löwdin charge analysis, in e, for atoms 1 through 8: C -0.0598; C -0.1054; C -0.1511; N 0.0224; C -0.1875; C -0.0596; H 0.1143; H 0.0572



Entry ii
Formula: C10H10N2
Source: the OMol25 dataset
Level of theory: ωB97M-V with the def2-TZVPD basis set

```
! wB97M-V def2-TZVPD RIJCOSX def2/J DEFGRID3
* xyz 0 1
C 1.3689 0.0339 2.6232
C 0.7643 0.8948 1.2450
C 0.6221 2.2458 0.8649
C -0.1755 2.5270 -0.2885
N -0.5665 1.7246 -1.1469
C -0.4462 0.4289 -0.8719
C -0.6867 -0.6044 -1.9632
N -1.5029 -0.0999 -2.9703
C -0.6088 -1.9007 -1.6878
C -0.0327 -2.3507 -0.3690
C 0.2540 -1.5025 0.5736
C 0.0657 0.0000 0.4123
H 1.6464 0.7945 3.3465
H 2.2549 -0.7368 2.3535
H 0.6991 -0.5532 3.3417
H 1.0440 3.1050 1.4931
H -0.5923 3.6412 -0.3470
H -1.8506 0.8647 -2.7396
H -2.5223 -0.7221 -2.7412
H -0.9102 -2.6128 -2.5075
H 0.2890 -3.4618 -0.1196
H 0.8864 -1.7156 1.4989
*
```

Properties
SMILES: Cc1ccnc2c(N)cccc12
E_LUMO: 0.40 eV
HOMO-LUMO gap: 8.68 eV

Results of the Löwdin charge analysis, in e, for atoms 1 through 8: C -0.0509; C -0.1125; C -0.0265; C -0.2125; N 0.0824; C -0.1420; C -0.3255; N 0.0278



Entry iii
Formula: C10H10N2
Source: the OMol25 dataset
Level of theory: ωB97M-V with the def2-TZVPD basis set

```
! wB97M-V def2-TZVPD RIJCOSX def2/J DEFGRID3
* xyz 0 1
C -0.2691 1.5454 2.8657
C -0.5458 2.8124 3.3430
C -0.4202 3.0844 4.7302
N -0.0048 2.1689 5.6366
C 0.1769 0.9067 5.1205
C 0.0624 0.5116 3.8049
H -0.3997 1.3892 1.7867
H -0.8781 3.5343 2.5854
H -0.7484 4.0942 5.0097
H 0.3329 0.0482 5.7871
H 0.1544 -0.5450 3.5208
C 1.2469 -1.3626 -4.5664
C 1.2852 -2.0091 -3.3030
C 0.0848 -2.5042 -2.7500
N -1.0930 -2.4069 -3.3741
C -1.1017 -1.8671 -4.5885
C -0.0235 -1.1026 -5.0744
H 2.1265 -0.9091 -5.0421
H 2.2637 -2.2265 -2.8547
H 0.0864 -2.9729 -1.7570
H -2.1352 -1.7264 -4.9316
H -0.2006 -0.4629 -5.9490
*
```

Properties
SMILES: c1ccncc1.c1ccncc1
E_LUMO: 0.71 eV
HOMO-LUMO gap: 10.41 eV

Results of the Löwdin charge analysis, in e, for atoms 1 through 8: C -0.0834; C -0.0948; C -0.1463; N 0.0565; C -0.1685; C -0.0767; H 0.1040; H 0.1023



Tell me which of them is the most stable. Sure, it is entry iii.



Entry i
Formula: C36H32BCrF3O5S
Source: the OMol25 dataset
Level of theory: ωB97M-V with the def2-TZVPD basis set

```
! wB97M-V def2-TZVPD RIJCOSX def2/J DEFGRID3
* xyz 3 4
C 1.4432 -0.7453 -5.6842
C 1.4669 -1.2205 -4.2863
C 2.3940 -0.8582 -3.2970
C 2.1693 -1.4994 -2.0670
C 0.8771 -2.1039 -1.9739
B -0.7691 2.3189 -0.3143
C 0.5801 -3.1809 -0.9939
C 1.5758 -3.7174 -0.1471
C 1.2130 -4.5529 0.9212
C -0.1444 -4.7690 1.1338
C -0.5785 -5.4292 2.4211
F -1.3822 -4.5758 3.1367
F -1.2839 -6.5792 2.2261
F 0.4814 -5.7474 3.2238
C -1.1219 -4.3360 0.2356
C -0.7403 -3.5797 -0.8564
O 0.4349 2.8513 0.0785
C 0.4599 4.1398 -0.6020
C -0.2447 5.1117 0.3498
C 1.8888 4.5757 -0.7945
C -0.3915 3.8699 -1.9068
C -1.2515 5.0099 -2.3931
C 0.4807 3.3329 -3.0573
O -1.2926 2.8206 -1.4644
S 0.2166 -2.2389 -3.6208
H 2.2553 -0.0237 -5.8445
H 1.5106 -1.5209 -6.4594
H 0.4922 -0.2307 -5.8363
H 3.1822 -0.1276 -3.4577
H 2.7748 -1.4105 -1.1671
H 2.6413 -3.5024 -0.2883
H 1.9720 -4.9800 1.5852
H -2.1672 -4.5675 0.4081
H -1.4753 -3.2541 -1.5984
H -0.2857 6.1189 -0.0782
H -1.2616 4.7739 0.6105
H 0.3534 5.1438 1.2632
H 1.8902 5.4901 -1.3956
H 2.3199 4.8166 0.1769
H 2.5262 3.8293 -1.2888
H -0.6194 5.8476 -2.7039
H -1.8280 4.6870 -3.2623
H -1.9469 5.3470 -1.6172
H 1.0353 4.1741 -3.4935
H 1.2083 2.5621 -2.7477
H -0.1553 2.9241 -3.8551
O -1.3336 2.1219 3.1284
C -0.5885 1.2949 3.4864
Cr 0.2926 -0.2762 4.0488
C -1.2811 -0.9855 3.2956
O -2.3537 -1.2700 2.9434
C -0.8817 -0.1421 5.5809
O -1.7590 -0.0589 6.3219
C 2.0284 -0.8615 5.2121
C 2.3448 0.3113 4.5010
C 2.1043 0.3992 3.1291
C 1.5840 -0.6836 2.3972
C 1.0765 -0.4744 1.0374
C 0.4971 -0.2550 -0.0258
C -0.1413 -0.4921 -1.2616
C -1.5943 -0.1970 -1.1449
C -2.4145 -0.6022 -2.2146
C -3.7104 -1.0535 -1.9665
C -4.2619 -0.9533 -0.6810
C -3.5309 -0.3157 0.3291
C -2.2590 0.1950 0.0558
C 1.3007 -1.8726 3.1172
C 1.5542 -1.9766 4.4913
H 2.1908 -0.9114 6.2998
H 2.7531 1.1757 5.0419
H 2.2932 1.3179 2.5871
H 0.2050 0.0438 -2.1695
H -1.9814 -0.5943 -3.2181
H -4.2801 -1.4816 -2.8088
H -5.2368 -1.3725 -0.4865
H -4.0074 -0.1855 1.3056
H -1.7232 0.7926 0.8174
H 0.8732 -2.7197 2.6031
H 1.3371 -2.9108 5.0294
*
```

Properties
E_LUMO (alpha / beta): -10.69 / -12.30 eV
HOMO-LUMO gap (alpha / beta): 4.82 / 4.87 eV
Expectation value of S²: 3.818

Results of the Löwdin charge analysis, in e, for atoms 1 through 8: C -0.0510; C -0.4764; C -0.0535; C -0.0716; C -0.4613; B -0.1964; C -0.2032; C 0.0396



Entry ii
Formula: C36H32BCrF3O5S
Source: the OMol25 dataset
Level of theory: ωB97M-V with the def2-TZVPD basis set

```
! wB97M-V def2-TZVPD RIJCOSX def2/J DEFGRID3
* xyz 3 4
C -3.7994 6.4180 -1.1016
C -2.9320 5.3465 -0.5595
C -2.6695 5.1225 0.7811
C -1.7007 4.0955 1.0034
C -1.0777 3.6671 -0.1768
B -1.2093 0.0627 -0.5046
C 0.1807 2.9849 -0.3382
C 0.8714 2.4709 0.7899
C 2.2503 2.3424 0.7532
C 2.9076 2.5573 -0.4521
C 4.4114 2.6176 -0.4738
F 4.9370 2.4191 -1.7192
F 4.8636 3.8330 -0.0318
F 4.9709 1.6708 0.3529
C 2.2120 2.7357 -1.6534
C 0.8350 2.8986 -1.5922
O -1.7105 0.1098 0.7679
C -3.0888 -0.2861 0.5184
C -3.1022 -1.8163 0.7597
C -3.9569 0.3949 1.5497
C -3.3802 0.1778 -1.0004
C -4.0218 -0.8950 -1.8775
C -4.1186 1.4958 -1.1468
O -2.0561 0.4261 -1.5326
S -1.9854 4.3005 -1.5618
H -4.1787 7.0308 -0.2736
H -3.2022 7.0625 -1.7653
H -4.6611 6.0275 -1.6622
H -3.1557 5.7007 1.5707
H -1.4105 3.7357 1.9840
H 0.3025 2.1723 1.6680
H 2.8155 1.9986 1.6176
H 2.7493 2.7287 -2.5953
H 0.2667 2.9763 -2.5193
H -4.0936 -2.2562 0.5781
H -2.3477 -2.3518 0.1551
H -2.8288 -1.9939 1.8168
H -4.9933 0.0388 1.4512
H -3.5926 0.1467 2.5553
H -3.9303 1.4825 1.4279
H -5.0691 -1.0527 -1.5789
H -4.0106 -0.5624 -2.9255
H -3.4873 -1.8570 -1.8139
H -5.1717 1.4118 -0.8567
H -3.6214 2.2809 -0.5672
H -4.0710 1.8036 -2.1969
O 3.2755 -6.4059 2.8000
C 3.4812 -5.2767 2.5705
Cr 4.0073 -3.5477 1.9608
C 3.2484 -4.0959 0.3201
O 2.8719 -4.6214 -0.6481
C 5.5362 -4.5224 1.3576
O 6.3528 -5.2430 0.9522
C 4.9148 -2.5247 3.6598
C 3.5616 -2.7703 3.9221
C 2.5907 -2.3745 2.9837
C 2.9655 -1.5830 1.8789
C 1.9568 -1.0665 0.9684
C 1.0497 -0.7029 0.2424
C 0.2404 -0.3265 -0.9079
C -0.1269 -1.5975 -1.6977
C -0.6639 -1.4934 -2.9879
C -1.1568 -2.6091 -3.6539
C -1.1377 -3.8712 -3.0413
C -0.5633 -3.9971 -1.7780
C -0.0644 -2.8708 -1.1111
C 4.3333 -1.4975 1.5460
C 5.3086 -1.9042 2.4647
H 5.6754 -2.8431 4.3774
H 3.2489 -3.2925 4.8288
H 1.5312 -2.6141 3.1163
H 0.7025 0.4434 -1.5247
H -0.6984 -0.5060 -3.4516
H -1.6053 -2.4897 -4.6379
H -1.5859 -4.7345 -3.5456
H -0.5342 -4.9656 -1.2778
H 0.3820 -2.9740 -0.1195
H 4.6022 -1.0470 0.5889
H 6.3611 -1.7481 2.2204
*
```

Properties
E_LUMO (alpha / beta): -9.66 / -12.08 eV
HOMO-LUMO gap (alpha / beta): 5.98 / 3.55 eV
Expectation value of S²: 3.820

Results of the Löwdin charge analysis, in e, for atoms 1 through 8: C -0.0387; C -0.4805; C -0.0300; C -0.0125; C -0.3607; B -0.7092; C -0.2047; C 0.0140



Tell me which of them is the most stable. Sure, it is entry ii.



Entry i
Formula: C5H7N
Source: the OMol25 dataset
Level of theory: ωB97M-V with the def2-TZVPD basis set

```
! wB97M-V def2-TZVPD RIJCOSX def2/J DEFGRID3
* xyz 0 1
H -0.7455 -2.1905 -1.7352
N -1.3978 -1.7097 -1.0739
C -0.9316 -0.7577 -0.5055
C -1.1725 0.1233 1.1320
C -0.1637 0.3041 0.0741
C 1.3135 0.0180 0.2712
C 0.8324 1.3222 -0.4650
H -2.0388 0.7067 0.9983
H -1.0030 -0.6702 1.8813
H 1.7497 -0.7851 -0.2702
H 1.6555 0.0506 1.2591
H 1.0404 2.2936 -0.0020
H 0.8614 1.2948 -1.5641
*
```

Properties
SMILES: [H]/N=C1/CC12CC2
E_LUMO: 0.92 eV
HOMO-LUMO gap: 8.42 eV

Results of the Löwdin charge analysis, in e, for atoms 1 through 8: H 0.0851; N 0.1325; C -0.1865; C 0.0317; C -0.4964; C -0.0547; C -0.0192; H 0.0447



Entry ii
Formula: C5H7N
Source: the OMol25 dataset
Level of theory: ωB97M-V with the def2-TZVPD basis set

```
! wB97M-V def2-TZVPD RIJCOSX def2/J DEFGRID3
* xyz 0 1
N -1.5640 -1.4109 -2.5154
C -1.1693 -0.7144 -1.6802
C -0.7031 0.0202 -0.4457
C -0.0258 -0.8172 0.7742
C 0.7349 0.5273 1.1004
C 0.5550 0.8846 -0.4339
H -1.5897 0.5065 -0.0985
H 0.6613 -1.5751 0.3224
H -0.6771 -1.3495 1.5098
H 1.7622 0.5127 1.4665
H 0.0142 1.2193 1.6900
H 1.3814 0.2357 -0.9639
H 0.6198 1.9609 -0.7256
*
```

Properties
SMILES: N#CC1CCC1
E_LUMO: 0.92 eV
HOMO-LUMO gap: 12.10 eV

Results of the Löwdin charge analysis, in e, for atoms 1 through 8: N 0.1249; C -0.1759; C -0.3017; C -0.1218; C -0.1710; C -0.1708; H 0.1195; H 0.1122



Entry iii
Formula: C5H7N
Source: the OMol25 dataset
Level of theory: ωB97M-V with the def2-TZVPD basis set

```
! wB97M-V def2-TZVPD RIJCOSX def2/J DEFGRID3
* xyz 0 1
C -1.1284 0.8699 0.2943
C -0.9484 -0.5266 -0.1899
C -0.2431 0.6240 -0.8957
N 1.1033 -0.0233 -0.7594
C 1.4727 -0.2002 0.6413
C 0.4598 -1.0924 0.0378
H -0.8698 1.2511 1.2786
H -2.0732 1.2648 -0.0840
H -1.7789 -1.1808 -0.4363
H -0.3814 1.2049 -1.8014
H 1.2411 0.5685 1.3722
H 2.4730 -0.6243 0.7240
H 0.6734 -2.1358 -0.1816
*
```

Properties
SMILES: C1[C@H]2[C@@H]1N1C[C@@H]21
E_LUMO: 1.20 eV
HOMO-LUMO gap: 10.06 eV

Results of the Löwdin charge analysis, in e, for atoms 1 through 8: C -0.0955; C -0.1635; C -0.2073; N -0.0077; C -0.1085; C -0.2128; H 0.0955; H 0.1092



Tell me which of them is the most stable. Sure, it is entry ii.